(1)
{"formula": "C33H40MnN7O4S", "method": "the ωB97M-V functional and the def2-TZVPD basis", "multiplicity": 2, "charge": 1, "total_energy_ev": -95641.111, "elements": ["Mn", "C", "N", "C", "C", "N", "C", "C", "C", "C", "C", "C", "C", "C", "C", "N", "C", "N", "C", "C", "N", "C", "C", "C", "N", "C", "C", "H", "H", "H", "H", "H", "H", "H", "H", "H", "H", "H", "H", "H", "H", "H", "H", "H", "H", "H", "H", "H", "H", "H", "H", "H", "H", "H", "H", "H", "H", "S", "C", "N", "C", "C", "C", "C", "H", "H", "H", "H", "H", "O", "C", "O", "C", "C", "C", "C", "O", "C", "O", "C", "C", "H", "H", "H", "H", "H"], "positions_angstrom": [[-0.045, -0.920, -1.033], [2.196, -0.734, 3.184], [1.723, -1.974, 2.591], [1.658, -3.093, 3.529], [0.966, -1.970, 1.456], [0.360, -0.917, 0.962], [-0.250, 0.026, 1.833], [-0.774, -0.405, 3.018], [-1.382, 0.480, 3.930], [-1.491, 1.797, 3.619], [-1.052, 2.271, 2.358], [-1.296, 3.622, 2.006], [-1.006, 4.066, 0.757], [-0.428, 3.186, -0.182], [-0.087, 1.902, 0.141], [0.464, 1.054, -0.856], [1.156, 1.568, -1.847], [1.068, 0.985, -3.062], [2.079, 1.079, -4.100], [-0.054, 0.114, -3.346], [2.038, 2.606, -1.715], [2.611, 2.912, -0.413], [2.023, 3.729, -2.646], [-0.421, 1.388, 1.437], [0.881, -3.123, 0.753], [1.947, -4.113, 0.670], [-0.237, -3.222, -0.157], [1.552, -0.404, 4.002], [2.221, 0.061, 2.443], [3.203, -0.898, 3.574], [1.175, -2.763, 4.453], [2.658, -3.458, 3.776], [1.075, -3.908, 3.112], [-0.748, -1.466, 3.242], [-1.773, 0.100, 4.866], [-1.959, 2.494, 4.304], [-1.762, 4.274, 2.735], [-1.234, 5.085, 0.467], [-0.277, 3.530, -1.199], [2.983, 1.529, -3.701], [1.733, 1.669, -4.953], [2.311, 0.071, -4.451], [-0.663, -0.060, -2.443], [0.296, -0.808, -3.800], [-0.750, 0.579, -4.044], [2.641, 2.012, 0.196], [2.040, 3.675, 0.122], [3.629, 3.274, -0.563], [1.375, 3.517, -3.493], [3.027, 3.951, -3.014], [1.639, 4.618, -2.138], [2.814, -3.772, 1.228], [2.236, -4.245, -0.372], [1.623, -5.076, 1.070], [-1.154, -2.922, 0.335], [-0.336, -4.248, -0.500], [-0.117, -2.655, -1.118], [2.125, -1.760, -1.937], [3.543, -1.112, -1.283], [4.689, -1.212, -1.993], [5.896, -0.751, -1.587], [6.019, -0.130, -0.385], [4.864, 0.002, 0.408], [3.661, -0.477, -0.022], [4.612, -1.691, -2.883], [6.722, -0.907, -2.267], [6.979, 0.244, -0.062], [4.935, 0.489, 1.375], [2.760, -0.382, 0.566], [-2.621, -1.873, 0.899], [-2.848, -1.146, -0.061], [-1.958, -0.721, -0.920], [-4.247, -0.698, -0.344], [-4.494, 0.401, -1.152], [-5.802, 0.845, -1.398], [-6.813, 0.128, -0.815], [-8.156, 0.350, -0.905], [-8.788, -0.673, -0.121], [-7.753, -1.496, 0.428], [-6.568, -0.972, -0.019], [-5.303, -1.410, 0.248], [-3.654, 0.925, -1.587], [-6.010, 1.711, -2.015], [-9.433, -1.272, -0.759], [-9.357, -0.215, 0.683], [-5.102, -2.261, 0.885]], "forces_ev_per_angstrom": [[0.6, 1.0, 2.1], [0.1, -0.1, 0.0], [0.0, 0.0, 0.1], [0.1, 0.1, -0.1], [0.2, -0.2, 0.2], [-0.2, 0.0, -0.3], [0.1, -0.1, -0.4], [-0.3, -0.1, 0.4], [0.1, -0.3, 0.0], [0.0, 0.2, -0.1], [0.0, 0.0, 0.0], [0.0, -0.1, 0.1], [0.1, 0.0, -0.2], [-0.2, 0.4, 0.0], [0.0, -0.4, -0.1], [-0.2, -0.3, -0.1], [0.3, 0.1, 0.1], [-0.2, 0.2, -0.1], [0.0, -0.1, 0.1], [0.0, -0.1, -0.3], [0.0, 0.1, 0.1], [0.0, 0.1, -0.1], [0.0, -0.1, 0.0], [0.0, 0.0, -0.1], [0.1, 0.0, 0.0], [-0.1, 0.0, 0.0], [0.0, -0.3, 0.0], [0.0, 0.0, 0.0], [0.0, 0.0, 0.1], [0.0, 0.0, 0.0], [0.0, 0.0, 0.0], [0.0, 0.0, 0.0], [0.0, 0.0, 0.0], [0.0, 0.1, 0.0], [0.0, 0.0, 0.0], [0.0, 0.0, 0.0], [0.0, 0.0, 0.0], [0.0, -0.1, 0.0], [0.0, 0.0, 0.1], [0.0, 0.0, 0.0], [0.0, 0.0, 0.0], [0.0, 0.0, 0.0], [-0.4, 0.4, -0.7], [0.1, -0.1, 0.0], [-0.1, 0.1, 0.0], [0.0, 0.0, 0.0], [0.0, 0.0, 0.0], [0.0, 0.0, 0.0], [0.0, 0.0, 0.0], [0.0, 0.0, 0.0], [0.0, 0.0, 0.0], [0.0, 0.0, 0.0], [0.0, 0.0, -0.1], [0.0, 0.0, 0.0], [-0.1, 0.1, 0.0], [0.1, -0.1, -0.1], [0.1, -0.9, -0.3], [0.1, -0.1, -0.2], [-0.3, 0.2, 0.5], [0.2, -0.2, -0.3], [0.2, 0.0, 0.0], [0.2, 0.0, -0.1], [0.0, 0.1, 0.2], [-0.1, 0.0, -0.2], [0.0, 0.1, 0.0], [-0.1, 0.0, 0.0], [0.0, 0.0, 0.0], [0.0, 0.0, -0.1], [0.0, 0.0, -0.1], [0.0, 0.1, 0.0], [0.0, 0.0, -0.2], [-0.1, 0.2, 0.1], [0.0, 0.0, 0.0], [-0.2, 0.1, -0.1], [0.2, 0.1, -0.1], [-0.2, 0.2, -0.2], [-0.1, -0.1, 0.1], [0.4, 0.0, -0.1], [-0.1, 0.1, -0.1], [-0.1, -0.2, 0.2], [0.2, -0.1, 0.1], [0.0, 0.0, 0.0], [0.0, -0.1, 0.0], [0.0, -0.1, -0.1], [0.0, 0.1, 0.1], [0.0, 0.1, 0.0]], "lowdin_charge": [0.429, -0.041, -0.131, -0.033, -0.396, 0.071, -0.203, -0.036, -0.049, -0.029, -0.145, -0.032, -0.060, -0.035, -0.187, 0.067, -0.383, -0.141, -0.045, -0.062, -0.143, -0.034, -0.045, -0.021, -0.122, -0.046, -0.056, 0.095, 0.080, 0.100, 0.097, 0.097, 0.090, 0.127, 0.113, 0.117, 0.117, 0.111, 0.114, 0.089, 0.099, 0.080, 0.039, 0.075, 0.119, 0.075, 0.092, 0.099, 0.090, 0.096, 0.095, 0.089, 0.069, 0.097, 0.073, 0.122, 0.016, 0.823, -0.639, 0.063, -0.051, -0.042, -0.030, -0.072, 0.149, 0.138, 0.118, 0.125, 0.068, 0.032, -0.530, -0.128, -0.133, -0.020, 0.022, -0.219, 0.037, -0.111, 0.036, -0.204, 0.078, 0.108, 0.120, 0.135, 0.135, 0.133]}

---

(2)
{"formula": "C33H40N4OsP2Se", "method": "the ωB97M-V functional and the def2-TZVPD basis", "multiplicity": 5, "charge": 2, "total_energy_ev": -127197.955, "elements": ["Os", "C", "C", "C", "C", "C", "C", "C", "C", "C", "H", "H", "H", "H", "H", "H", "H", "H", "H", "H", "H", "H", "H", "H", "H", "P", "P", "N", "N", "N", "N", "C", "C", "C", "C", "C", "C", "C", "C", "C", "C", "C", "C", "C", "C", "C", "C", "C", "C", "H", "H", "H", "H", "H", "H", "H", "H", "H", "H", "H", "H", "H", "H", "H", "H", "H", "H", "H", "H", "Se", "C", "C", "C", "C", "C", "C", "H", "H", "H", "H", "H"], "positions_angstrom": [[0.110, 0.888, 0.340], [-1.980, 1.225, -3.792], [-1.603, -0.056, -3.746], [-0.361, -0.510, -4.456], [0.949, 0.189, -3.996], [0.896, 0.797, -2.625], [0.362, 1.975, -2.303], [-0.138, 2.928, -3.352], [-1.154, 2.332, -4.358], [1.397, 1.229, 1.978], [-3.000, 1.503, -3.557], [-2.290, -0.812, -3.356], [-0.475, -0.326, -5.541], [-0.246, -1.595, -4.376], [1.740, -0.579, -3.978], [1.259, 0.920, -4.764], [1.448, 0.219, -1.881], [0.339, 2.356, -1.246], [0.730, 3.256, -3.943], [-0.542, 3.843, -2.904], [-1.819, 3.146, -4.702], [-0.612, 1.964, -5.251], [0.932, 2.162, 2.336], [2.462, 1.439, 1.841], [1.286, 0.482, 2.774], [1.549, -0.828, 0.150], [-1.533, -0.481, -0.404], [3.184, 0.221, -0.545], [2.482, -1.748, 1.292], [-2.807, 0.785, -0.926], [-2.705, -1.528, 0.568], [0.821, -2.029, -1.011], [-0.692, -1.842, -1.336], [3.049, 1.596, -0.433], [4.217, 2.235, -0.829], [5.078, 1.235, -1.328], [4.421, -0.001, -1.124], [3.578, -1.249, 2.014], [4.428, -2.288, 2.326], [3.845, -3.496, 1.814], [2.638, -3.150, 1.228], [-2.467, 2.114, -0.746], [-3.463, 2.930, -1.272], [-4.498, 2.080, -1.743], [-4.060, 0.757, -1.543], [-4.051, -1.816, 0.374], [-4.496, -2.667, 1.391], [-3.381, -2.907, 2.244], [-2.308, -2.215, 1.705], [0.963, -3.045, -0.635], [1.409, -1.968, -1.936], [-0.824, -1.648, -2.399], [-1.272, -2.757, -1.151], [2.110, 2.071, -0.126], [4.359, 3.308, -0.774], [6.030, 1.401, -1.811], [4.736, -0.995, -1.424], [3.631, -0.197, 2.279], [5.364, -2.208, 2.870], [4.253, -4.491, 1.872], [1.850, -3.764, 0.823], [-1.564, 2.372, -0.172], [-3.404, 4.008, -1.295], [-5.431, 2.403, -2.194], [-4.538, -0.159, -1.840], [-4.614, -1.392, -0.434], [-5.495, -3.073, 1.483], [-3.356, -3.523, 3.131], [-1.290, -2.123, 2.053], [-1.482, 0.851, 2.381], [-0.837, 0.411, 4.148], [-0.897, 1.367, 5.187], [-0.497, 1.034, 6.477], [-0.035, -0.261, 6.754], [-0.012, -1.232, 5.744], [-0.356, -0.881, 4.435], [-1.212, 2.384, 4.942], [-0.517, 1.789, 7.275], [0.326, -0.518, 7.747], [0.301, -2.259, 5.951], [-0.220, -1.589, 3.630]], "forces_ev_per_angstrom": [[-0.2, -2.1, 2.7], [-0.5, -0.4, -0.5], [-0.5, 0.8, -0.8], [0.2, -0.2, -0.3], [0.5, -0.1, -0.4], [0.7, -0.3, 0.0], [0.3, 0.3, -0.1], [-0.2, 0.5, -0.1], [0.0, 0.1, -0.7], [0.1, 1.0, 1.3], [0.2, -0.2, 0.5], [0.0, 0.2, -0.3], [0.0, -0.1, 0.5], [0.0, 0.0, 0.1], [-0.1, 0.3, -0.1], [-0.1, -0.2, 0.5], [-0.6, 0.5, -0.6], [0.4, 0.0, -0.8], [0.0, 0.0, 0.2], [0.0, -0.3, 0.1], [0.4, -0.4, 0.1], [-0.2, 0.3, 0.4], [0.6, -0.1, 0.3], [-0.1, -0.1, -0.1], [0.2, 0.3, -0.2], [0.8, 1.2, 0.8], [-3.4, -0.1, 0.5], [-0.3, -0.3, -0.3], [-0.8, 0.3, -0.6], [0.4, -1.8, 0.0], [0.9, 1.0, -0.5], [0.0, -0.7, -0.4], [-0.6, -0.2, -0.7], [-0.3, -1.1, 0.0], [1.7, -0.5, -1.0], [-0.7, 1.9, 0.6], [-1.5, -0.3, 0.5], [0.7, -0.2, 0.3], [-0.7, 0.6, -0.4], [-1.4, 0.8, -0.5], [1.2, -0.4, 0.2], [-0.3, 0.6, -0.4], [1.0, -0.7, 0.7], [0.9, -1.5, 0.3], [-0.2, 1.5, -0.1], [-0.3, -0.5, 0.7], [1.0, 0.8, -0.8], [0.4, 0.4, -0.7], [0.0, -0.1, 0.5], [0.0, 0.2, -0.1], [-0.1, -0.1, 0.1], [0.3, 0.0, 0.1], [0.4, 0.2, 0.2], [0.7, -0.3, -0.1], [0.2, -0.2, -0.2], [0.0, -0.2, 0.1], [0.0, 0.1, 0.2], [0.1, -0.4, -0.2], [-0.3, 0.1, -0.1], [-0.1, 0.0, 0.1], [0.3, -0.1, 0.0], [-0.6, 0.3, -0.3], [-0.2, -0.1, 0.1], [0.2, -0.2, 0.1], [0.1, 0.0, -0.1], [0.0, -0.1, 0.1], [0.2, 0.1, 0.0], [0.0, 0.1, -0.1], [-0.1, -0.2, -0.1], [-0.5, 0.5, 0.6], [0.6, -0.3, 0.5], [-0.2, 0.1, -0.7], [0.3, -0.2, 0.1], [-0.3, 0.0, -0.4], [0.1, 0.3, -0.2], [-0.1, 0.4, 0.1], [-0.1, -0.3, 0.2], [0.0, -0.3, -0.5], [-0.2, 0.1, -0.1], [0.0, 0.4, 0.0], [-0.1, -0.1, 0.1]], "lowdin_charge": [0.567, -0.106, -0.149, -0.172, -0.150, -0.165, -0.150, -0.148, -0.148, -0.372, 0.089, 0.102, 0.132, 0.106, 0.111, 0.126, 0.004, 0.056, 0.129, 0.117, 0.130, 0.115, 0.005, -0.002, -0.012, 0.978, 0.925, -0.112, -0.228, -0.200, -0.240, -0.317, -0.307, -0.126, 0.020, 0.032, 0.016, -0.139, -0.043, -0.039, -0.116, -0.231, -0.055, -0.051, -0.133, -0.105, -0.041, -0.054, -0.208, 0.070, 0.096, 0.030, 0.106, 0.066, 0.132, 0.128, 0.147, 0.101, 0.116, 0.112, 0.099, 0.042, 0.113, 0.119, 0.104, 0.078, 0.112, 0.110, 0.063, 0.985, -0.551, -0.102, -0.051, -0.042, -0.051, -0.124, 0.111, 0.125, 0.118, 0.119, 0.077]}

---

multiplicity of number 2 (C33H40N4OsP2Se)? 5

---

Look up the multiplicity of the second one. 5